{"formula": "C25H46F3I3NO19P2", "method": "the ωB97M-V functional and the def2-TZVPD basis", "e_homo_ev": -5.01, "charge": -1, "symbols": ["C", "C", "C", "N", "C", "O", "O", "P", "O", "C", "C", "C", "I", "C", "C", "O", "I", "P", "C", "O", "O", "C", "I", "C", "O", "C", "F", "F", "F", "H", "H", "H", "H", "H", "H", "H", "H", "H", "H", "H", "H", "H", "H", "H", "H", "H", "H", "H", "H", "H", "H", "C", "O", "C", "O", "O", "C", "H", "H", "H", "H", "H", "H", "C", "O", "C", "O", "O", "C", "H", "H", "H", "H", "H", "H", "C", "O", "C", "O", "O", "C", "H", "H", "H", "H", "H", "H", "C", "O", "C", "O", "O", "C", "H", "H", "H", "H", "H", "H"], "positions_angstrom": [[5.828, -2.397, 1.556], [4.581, -3.017, 0.971], [4.338, -4.420, 1.429], [3.841, -2.429, 0.149], [2.803, -1.534, 0.658], [3.450, -0.354, 1.032], [2.065, -2.048, 1.627], [0.364, -1.591, 1.589], [0.907, -0.053, 2.188], [0.008, -2.095, 3.405], [0.891, -3.235, 3.962], [-0.007, -4.208, 4.746], [0.926, -6.179, 4.695], [-1.392, -0.783, 1.417], [-1.411, 0.647, 1.790], [-1.216, 1.510, 1.067], [-1.904, 1.178, 3.859], [-0.445, -3.619, 1.031], [0.920, -4.799, 0.648], [-1.226, -3.392, -0.442], [0.561, -1.125, -0.100], [1.817, -1.251, -0.575], [2.009, -2.756, -2.178], [2.067, 0.086, -1.267], [3.467, 0.138, -1.667], [4.079, 1.292, -1.614], [3.675, 2.214, -2.475], [4.090, 1.859, -0.436], [5.333, 1.054, -1.934], [6.576, -3.173, 1.643], [6.205, -1.594, 0.951], [5.612, -2.090, 2.571], [4.027, -5.004, 0.578], [3.499, -4.414, 2.110], [5.220, -4.838, 1.885], [4.285, -0.328, 0.569], [1.702, -0.143, 2.707], [0.215, -1.231, 4.008], [-1.024, -2.347, 3.597], [1.380, -3.828, 3.211], [1.585, -2.847, 4.688], [-0.923, -4.354, 4.209], [-0.163, -3.904, 5.764], [-2.161, -1.366, 1.901], [-1.623, -0.796, 0.367], [1.058, -5.446, 1.502], [1.860, -4.335, 0.396], [0.629, -5.396, -0.204], [-1.926, -4.042, -0.469], [1.476, 0.109, -2.167], [1.738, 0.896, -0.636], [-0.732, 2.045, 8.372], [-0.723, 0.751, 7.771], [-0.966, -0.248, 8.610], [-1.184, -0.146, 9.790], [-0.927, -1.385, 7.920], [-1.173, -2.554, 8.699], [-0.522, 2.759, 7.581], [-1.709, 2.264, 8.798], [0.041, 2.121, 9.133], [-2.168, -2.521, 9.138], [-0.419, -2.666, 9.475], [-1.114, -3.403, 8.023], [-2.237, -0.096, -7.330], [-1.798, -1.119, -6.441], [-1.916, -0.803, -5.145], [-2.357, 0.235, -4.726], [-1.493, -1.825, -4.432], [-1.537, -1.640, -3.003], [-2.091, -0.469, -8.340], [-3.295, 0.117, -7.182], [-1.646, 0.809, -7.198], [-2.559, -1.456, -2.672], [-0.889, -0.825, -2.697], [-1.180, -2.555, -2.550], [-7.556, 4.237, -7.366], [-6.292, 4.290, -6.712], [-6.003, 3.196, -5.989], [-6.715, 2.233, -5.873], [-4.817, 3.372, -5.440], [-4.355, 2.278, -4.623], [-7.670, 5.170, -7.912], [-7.591, 3.408, -8.071], [-8.363, 4.150, -6.641], [-4.261, 1.377, -5.213], [-5.033, 2.118, -3.785], [-3.383, 2.549, -4.241], [0.254, 8.058, -3.877], [1.483, 7.570, -3.335], [1.409, 6.332, -2.839], [0.429, 5.640, -2.819], [2.604, 6.008, -2.375], [2.700, 4.694, -1.799], [0.448, 9.063, -4.244], [-0.076, 7.436, -4.705], [-0.515, 8.101, -3.110], [2.470, 3.940, -2.534], [2.038, 4.602, -0.939], [3.725, 4.567, -1.468]], "atomic_forces_ev_per_a": [[0.034, -0.694, -0.115], [1.386, -0.474, 0.236], [0.199, 0.111, -0.291], [-1.615, 0.164, 1.165], [1.142, -0.352, -4.026], [-0.582, 0.848, 1.387], [-0.492, -0.967, 0.876], [-1.090, 1.401, 1.725], [-0.548, 0.340, -0.939], [1.455, -0.558, 0.112], [-1.469, -0.339, 0.661], [0.875, -0.148, -0.881], [-0.205, 0.145, 0.407], [0.001, -0.849, 0.003], [-0.284, -2.668, 1.313], [0.539, 3.284, -2.265], [-0.215, -0.088, 0.587], [-0.816, -0.699, 0.498], [0.056, 0.594, -0.235], [0.538, 0.142, -0.119], [0.302, -0.525, 0.178], [0.133, 1.426, 0.424], [-0.087, -0.138, -0.074], [0.561, -0.682, -0.542], [-1.374, -0.424, 0.005], [0.788, -0.652, -0.567], [-0.982, 0.495, -0.943], [-0.336, 0.959, 1.716], [1.872, -0.325, -0.342], [0.485, -0.097, 0.012], [0.057, 0.470, -0.096], [-0.148, 0.338, 0.317], [-0.078, -0.330, -0.318], [-0.286, 0.045, 0.399], [0.126, -0.366, 0.298], [0.112, -0.150, -0.241], [0.347, -0.092, -0.029], [-0.089, 0.510, 0.194], [-0.426, -0.027, -0.435], [0.449, 0.184, -0.422], [0.780, 0.122, -0.126], [-0.517, -0.208, -0.069], [-0.115, -0.110, 0.439], [-0.047, -0.113, 0.507], [-0.081, 0.045, -0.491], [0.007, -0.249, 0.341], [0.259, 0.232, -0.064], [-0.254, -0.256, -0.244], [-0.312, -0.105, -0.033], [-0.221, 0.099, -0.398], [0.409, 0.264, 0.539], [0.026, 0.277, -0.039], [0.042, 0.058, -0.075], [0.002, 0.023, -0.103], [-0.018, -0.013, 0.104], [0.020, -0.126, -0.058], [-0.024, -0.228, 0.024], [0.006, -0.135, -0.141], [0.021, -0.064, 0.112], [-0.074, -0.060, 0.098], [0.032, 0.065, 0.099], [-0.057, 0.072, 0.082], [0.029, 0.096, -0.139], [-0.014, 0.072, -0.182], [0.017, 0.028, -0.161], [0.034, -0.353, 0.000], [0.080, 0.165, 0.054], [0.088, -0.102, 0.176], [-0.109, -0.116, 0.159], [0.059, -0.149, 0.054], [0.017, 0.083, 0.069], [-0.083, 0.051, 0.087], [-0.015, 0.132, -0.104], [-0.017, 0.118, -0.037], [0.097, -0.058, -0.142], [-0.132, 0.086, -0.115], [-0.027, 0.016, -0.032], [0.054, 0.126, -0.023], [-0.118, -0.076, -0.039], [0.190, 0.045, 0.151], [-0.190, 0.019, 0.131], [0.156, 0.060, 0.054], [-0.053, -0.089, 0.085], [-0.005, -0.133, 0.000], [-0.106, -0.022, -0.032], [-0.100, -0.023, -0.086], [0.147, 0.194, -0.103], [-0.023, 0.167, -0.040], [-0.077, 0.270, -0.139], [0.091, -0.077, 0.067], [-0.268, -0.059, -0.061], [0.388, -0.050, 0.201], [-0.078, 0.200, 0.209], [0.170, -0.019, 0.055], [-0.080, -0.135, 0.017], [-0.062, -0.124, 0.018], [-0.235, 0.059, -0.118], [-0.101, 0.006, -0.082], [0.060, 0.186, -0.092]], "lowdin_charge": [-0.0163, -0.3728, -0.0124, 0.0674, -0.6417, 0.0476, -0.1515, 0.5469, -0.2594, -0.3082, -0.3654, -0.5996, 0.6726, -0.2534, -0.8943, 0.0463, 0.7058, 0.8696, -0.3262, -0.3990, -0.2820, -0.7070, 0.9761, -0.1398, 0.0301, -0.8262, 0.1557, 0.1934, 0.1785, 0.0665, 0.0739, 0.0955, 0.0851, 0.0755, 0.0676, 0.0828, 0.0556, 0.0452, 0.0539, 0.0082, 0.1001, 0.0150, 0.0204, 0.0691, 0.0731, -0.0185, -0.0455, 0.0255, 0.0255, 0.1005, 0.1460, -0.0406, -0.0092, -0.6271, 0.1170, 0.0065, -0.0392, 0.0932, 0.0972, 0.0957, 0.0978, 0.0980, 0.0816, -0.0458, 0.0052, -0.6162, 0.1056, 0.0151, -0.0467, 0.0899, 0.0903, 0.0994, 0.1018, 0.0855, 0.0355, -0.0557, -0.0049, -0.6312, 0.1199, 0.0158, -0.0227, 0.0889, 0.0944, 0.0950, 0.0674, 0.1031, 0.0923, -0.0471, -0.0017, -0.6362, 0.1333, 0.0118, -0.0289, 0.0889, 0.0950, 0.0958, 0.0818, 0.1079, 0.0912]}

{"formula": "C19H45NO14P3", "method": "the ωB97M-V functional and the def2-TZVPD basis", "e_homo_ev": -11.57, "charge": 1, "symbols": ["C", "C", "O", "O", "C", "C", "N", "C", "C", "C", "O", "P", "O", "O", "O", "H", "H", "H", "H", "H", "H", "H", "H", "H", "H", "H", "H", "H", "H", "H", "O", "P", "O", "C", "C", "O", "C", "C", "O", "C", "C", "H", "H", "H", "H", "H", "H", "H", "H", "H", "H", "H", "H", "H", "H", "H", "O", "P", "O", "C", "C", "O", "C", "C", "O", "C", "C", "H", "H", "H", "H", "H", "H", "H", "H", "H", "H", "H", "H", "H", "H", "H"], "positions_angstrom": [[-3.663, -0.477, -2.139], [-4.012, -1.935, -2.180], [-4.953, -2.349, -2.788], [-3.172, -2.834, -1.513], [-3.557, -2.987, -0.154], [-2.375, -3.408, 0.692], [-1.461, -2.309, 1.160], [-0.931, -1.426, 0.061], [-2.065, -1.490, 2.293], [-2.869, -0.274, 1.844], [-3.986, -0.121, 2.283], [0.012, -3.081, 1.887], [1.040, -2.078, 2.006], [-0.378, -3.576, 3.337], [0.523, -4.261, 0.999], [-2.741, -0.285, -2.682], [-3.474, -0.201, -1.100], [-4.471, 0.127, -2.513], [-4.275, -3.804, -0.111], [-4.079, -2.097, 0.200], [-2.779, -3.913, 1.565], [-1.835, -4.158, 0.126], [-0.435, -0.596, 0.549], [-1.717, -1.018, -0.550], [-0.166, -1.957, -0.489], [-2.603, -2.127, 2.979], [-1.204, -1.093, 2.842], [-2.482, 0.474, 1.138], [-0.209, -2.802, 3.893], [0.093, -5.108, 1.193], [0.454, 0.755, 4.093], [1.021, 1.063, 5.454], [0.347, 2.504, 5.823], [-1.048, 2.582, 6.131], [-1.342, 2.096, 7.538], [2.489, 1.599, 4.941], [3.084, 1.145, 3.720], [2.982, 2.221, 2.661], [1.601, 0.853, 6.965], [2.924, 0.345, 7.250], [3.804, 1.491, 7.689], [-1.627, 2.020, 5.391], [-1.324, 3.632, 6.037], [-1.150, 1.023, 7.630], [-2.385, 2.278, 7.798], [-0.702, 2.601, 8.259], [2.634, 0.212, 3.382], [4.135, 0.935, 3.936], [1.943, 2.506, 2.493], [3.409, 1.878, 1.717], [3.517, 3.116, 2.979], [3.343, -0.189, 6.400], [2.823, -0.373, 8.066], [3.876, 2.256, 6.919], [4.805, 1.132, 7.928], [3.384, 1.970, 8.574], [-0.394, 1.008, -4.456], [0.040, 1.001, -5.896], [0.271, -0.635, -5.998], [-0.852, -1.512, -5.955], [-1.597, -1.545, -7.277], [1.601, 1.481, -5.717], [1.990, 2.413, -4.704], [2.702, 1.692, -3.581], [0.165, 1.037, -7.531], [0.929, 2.026, -8.255], [2.210, 1.390, -8.743], [-1.521, -1.224, -5.136], [-0.458, -2.503, -5.728], [-2.071, -0.583, -7.484], [-2.373, -2.311, -7.263], [-0.910, -1.750, -8.097], [1.134, 2.976, -4.334], [2.668, 3.130, -5.172], [2.070, 0.912, -3.157], [2.982, 2.388, -2.788], [3.606, 1.210, -3.954], [1.117, 2.912, -7.652], [0.326, 2.338, -9.109], [2.808, 1.013, -7.917], [2.800, 2.110, -9.309], [1.985, 0.540, -9.387]], "atomic_forces_ev_per_a": [[0.598, -0.354, 0.811], [-1.070, -0.208, -1.194], [0.436, -0.101, 0.365], [0.365, 0.758, 0.196], [-0.186, -0.210, -0.327], [-0.972, -0.015, -0.234], [0.072, -0.947, 0.248], [0.514, 0.500, 0.472], [0.963, 0.633, -0.335], [-1.873, -0.183, 0.364], [0.862, -0.113, -0.196], [2.533, 0.870, 1.061], [0.208, 1.266, -0.485], [-1.165, -0.720, -0.888], [-1.551, -0.537, 0.252], [0.100, 0.010, -0.222], [-0.055, 0.229, 0.079], [-0.218, 0.033, -0.236], [-0.164, -0.104, 0.162], [0.105, 0.131, 0.284], [0.121, 0.107, 0.365], [0.408, 0.181, -0.219], [0.204, 0.045, 0.143], [-0.270, -0.417, -0.238], [-0.184, -0.205, -0.389], [-0.480, -0.122, -0.184], [0.085, 0.315, -0.021], [0.516, -0.178, 0.090], [0.169, -0.088, 0.516], [0.224, -0.302, -0.248], [-1.580, -3.101, 1.938], [3.676, 6.643, -1.825], [-0.372, -1.190, 0.239], [-0.242, 0.081, 0.136], [0.072, -0.150, -0.050], [-0.048, -0.759, 0.402], [0.095, 0.196, -0.217], [-0.048, 0.123, -0.018], [-1.711, -1.906, -0.823], [0.349, -0.403, 0.303], [-0.156, 0.317, 0.008], [0.042, 0.029, -0.026], [0.121, 0.015, -0.073], [-0.040, 0.011, 0.015], [0.001, 0.006, -0.027], [-0.020, 0.064, -0.006], [-0.133, 0.047, 0.009], [-0.024, 0.054, 0.128], [-0.041, -0.111, -0.001], [0.025, -0.015, 0.016], [0.039, -0.018, -0.007], [-0.069, 0.124, -0.133], [-0.191, 0.005, -0.050], [0.031, -0.105, -0.119], [-0.024, -0.074, 0.016], [0.033, -0.093, 0.068], [-2.849, 2.417, -1.260], [6.388, -5.039, 1.199], [-0.653, 0.042, -0.273], [0.045, -0.059, -0.035], [-0.066, 0.128, 0.023], [-0.881, 0.783, -0.492], [0.239, 0.000, 0.274], [0.044, -0.149, 0.039], [-1.982, 1.732, 0.815], [-0.110, 0.457, -0.472], [0.037, -0.348, 0.099], [0.015, -0.001, 0.004], [0.085, 0.037, 0.028], [-0.034, -0.035, -0.001], [0.000, 0.002, 0.021], [0.027, -0.058, 0.016], [-0.094, -0.130, 0.032], [-0.029, -0.071, -0.103], [-0.105, 0.072, -0.003], [0.005, 0.025, -0.029], [0.021, 0.044, -0.007], [0.038, -0.089, 0.146], [-0.126, -0.062, 0.093], [-0.007, 0.128, 0.088], [-0.060, 0.044, -0.014], [-0.030, 0.069, -0.081]], "lowdin_charge": [0.0397, -0.4866, 0.1745, -0.0357, -0.1498, -0.0975, -0.2478, 0.0225, -0.0725, -0.2048, 0.1019, 0.4235, -0.1794, -0.0530, -0.0189, 0.0939, 0.0616, 0.1016, 0.1488, 0.1329, 0.1431, 0.1352, 0.1131, 0.0712, 0.1207, 0.1411, 0.1096, 0.1376, 0.1058, 0.1214, -0.2583, 0.5914, -0.1955, -0.2832, -0.0796, -0.2419, -0.2855, -0.0698, -0.2032, -0.2539, -0.0598, 0.1025, 0.1210, 0.0675, 0.0803, 0.0846, 0.0927, 0.1195, 0.0733, 0.0771, 0.0803, 0.1111, 0.1181, 0.0766, 0.0862, 0.0847, -0.2479, 0.6248, -0.2273, -0.3005, -0.0805, -0.2340, -0.2855, -0.0733, -0.2080, -0.2563, -0.0614, 0.0919, 0.1158, 0.0692, 0.0778, 0.0818, 0.1051, 0.1192, 0.0692, 0.0775, 0.0796, 0.1106, 0.1185, 0.0755, 0.0849, 0.0836]}

{"formula": "C12H18FO6Tl", "method": "the ωB97M-V functional and the def2-TZVPD basis", "e_homo_ev": -15.61, "charge": 2, "symbols": ["Tl", "F", "O", "C", "O", "C", "C", "C", "H", "H", "H", "H", "H", "H", "O", "C", "O", "C", "C", "C", "H", "H", "H", "H", "H", "H", "O", "C", "O", "C", "C", "C", "H", "H", "H", "H", "H", "H"], "positions_angstrom": [[1.488, 1.745, 1.425], [0.468, 0.370, 0.210], [-0.352, 1.589, -5.015], [-0.284, 1.481, -3.838], [0.846, 0.967, -3.196], [0.811, 0.923, -1.745], [-0.760, 0.928, -1.476], [-1.312, 1.755, -2.706], [1.210, 1.814, -1.260], [1.206, 0.033, -1.256], [-1.076, 1.346, -0.520], [-1.235, -0.048, -1.378], [-1.315, 2.824, -2.492], [-2.267, 1.358, -3.051], [2.723, 0.608, 1.145], [2.598, -0.613, 0.899], [3.399, -1.529, 1.406], [3.202, -2.786, 0.756], [2.037, -2.678, -0.184], [1.548, -1.275, 0.138], [3.061, -3.559, 1.512], [4.174, -3.057, 0.344], [1.331, -3.497, -0.044], [2.280, -2.688, -1.246], [0.767, -1.328, 0.896], [1.128, -0.774, -0.735], [0.283, 1.171, 2.587], [-0.850, 0.926, 2.220], [-1.790, 1.112, 3.180], [-3.109, 0.841, 2.597], [-2.841, -0.055, 1.374], [-1.480, 0.457, 0.921], [-3.627, 1.799, 2.545], [-3.605, 0.113, 3.240], [-3.488, 0.084, 0.507], [-2.778, -1.130, 1.541], [-1.417, 1.212, 0.137], [-0.974, -0.440, 0.562]], "atomic_forces_ev_per_a": [[-3.052, 12.254, -4.113], [0.777, 4.599, 3.750], [0.093, -0.007, 0.817], [-0.278, -0.162, 1.248], [1.542, -0.090, 0.962], [-3.802, 0.352, -3.608], [0.355, 2.094, -4.340], [0.716, -1.501, 0.069], [0.696, 0.666, -0.281], [1.059, 2.716, -3.893], [3.721, 2.396, -7.864], [0.381, -0.277, -0.651], [-0.302, -0.020, -0.105], [-0.119, 0.544, 0.060], [12.563, -8.417, -1.642], [1.391, -4.281, -0.289], [-0.593, 3.657, -0.197], [1.194, -2.712, 0.039], [0.377, 0.260, -0.523], [-0.223, -3.708, -0.481], [-0.248, 0.406, 0.376], [-0.088, 0.293, -0.388], [-0.184, 0.386, 0.222], [0.480, -0.178, 0.095], [-0.104, -0.605, 0.116], [0.771, -3.431, 1.366], [-3.088, -1.125, 7.840], [-8.558, -1.113, 1.254], [2.140, -0.436, -2.547], [-0.993, -2.303, 0.395], [0.223, 2.222, -1.097], [-1.681, -3.128, 5.354], [0.016, -0.262, -0.391], [-0.169, 0.942, 0.848], [-0.605, 0.091, 0.419], [-0.197, 0.215, 0.617], [-3.527, -0.947, 6.375], [-0.686, 0.608, 0.184]], "lowdin_charge": [1.5753, -0.5993, 0.1975, -0.4172, 0.0368, -0.1000, -0.0922, 0.0025, 0.1125, 0.0595, 0.0128, 0.1471, 0.1319, 0.1317, -0.0395, -0.2766, 0.1634, -0.0866, -0.0604, -0.0935, 0.1520, 0.1556, 0.1430, 0.1423, 0.1733, 0.0878, 0.0053, -0.3038, 0.1225, -0.0494, -0.0748, -0.1187, 0.1539, 0.1429, 0.1427, 0.1388, 0.0428, 0.1380]}